(1)
Formula: C37H38N2O6P2PtS
Source: the Open Molecules 2025 dataset
Level of theory: ωB97M-V with the def2-TZVPD basis set

Geometry as XYZ:
```
87
Properties=species:S:1:pos:R:3:forces:R:3
H -2.68615 -0.78610 -2.09025 0.07 -0.08 0.04
C 2.41118 1.26212 -1.28137 -0.08 -0.07 0.03
H 4.23852 -3.20155 1.17365 -0.01 0.00 0.00
H 0.38010 -4.36452 -0.59149 0.09 -0.08 0.03
C 2.66025 -6.17610 0.86476 0.02 0.11 -0.05
H -2.52057 4.76182 -2.38349 -0.01 0.02 -0.02
C 0.08979 -2.25706 -0.80337 0.07 -0.01 -0.01
H 1.04217 -2.00454 -0.34940 -0.01 -0.01 0.00
H 2.96270 -0.61820 -4.61358 0.00 0.00 -0.01
H 2.26362 1.75552 -0.32841 -0.02 0.08 0.07
C 1.38306 0.49572 -1.82881 -0.12 -0.03 0.03
O -0.25777 2.83233 2.57681 0.11 -0.07 -0.33
H -0.73549 -2.11374 4.33606 -0.03 0.02 -0.01
O -0.39622 -0.21388 2.08480 0.92 0.39 -0.05
C -5.69021 3.43354 0.55374 -0.02 0.02 0.02
H -6.05023 1.43831 -0.14623 -0.01 -0.01 0.00
H -2.69180 4.99935 0.55127 0.01 0.00 -0.01
H 0.74146 4.89123 3.79732 0.00 0.01 0.00
H 2.73834 -3.06721 3.14215 0.01 0.02 -0.03
C 3.55103 -4.01271 1.38361 -0.01 -0.03 0.03
N -1.28595 1.50729 -1.83946 -0.02 0.08 0.39
C 2.80615 -0.08757 -3.68371 -0.04 -0.06 -0.03
H -1.77938 -4.94650 -1.64339 0.01 0.01 -0.02
H -5.03510 5.36682 1.22068 0.00 0.00 0.00
C 0.39830 6.47137 -2.54627 0.01 -0.02 0.02
C -2.35787 -2.90565 -1.95255 -0.01 0.02 0.01
C -3.99977 2.00258 -0.37868 0.01 0.11 0.08
H -3.31354 -3.15921 -2.39190 0.00 0.00 0.00
H 0.83055 7.34609 -3.01449 0.01 0.01 0.00
H -1.73002 0.68410 -3.70734 0.02 0.04 -0.01
H 4.03230 -5.79778 -1.42488 0.01 0.00 0.00
H -3.68724 1.04279 -0.76283 -0.01 -0.05 -0.03
H -0.65586 2.09969 -3.77066 -0.03 0.00 -0.01
C -4.74608 4.43042 0.76233 -0.02 -0.02 0.01
H 2.18595 5.97901 -1.46691 0.01 -0.01 0.00
O 1.37456 -4.00793 5.09807 0.02 0.11 0.03
C 1.00346 3.09553 2.65957 -0.04 0.00 -0.07
H 0.80874 -0.81671 -3.43823 -0.01 0.00 -0.01
H -1.46163 -4.53726 3.76570 -0.05 -0.07 0.09
C -3.05933 3.01293 -0.20055 -0.09 0.13 -0.14
C 3.54585 -5.13851 0.56515 -0.15 -0.01 0.03
H 4.42880 1.93823 -1.50843 0.00 0.01 0.01
H 5.39397 -5.78637 -0.30944 0.01 0.00 -0.01
C -1.48390 5.01892 -2.20187 0.02 0.04 -0.07
S 0.71383 -4.83624 4.13381 -0.08 0.05 -0.15
C 1.79449 -6.08621 1.94150 -0.03 -0.07 0.03
C 3.82216 0.68691 -3.14246 0.06 0.05 0.03
H 4.78694 -4.26667 -0.96152 0.00 -0.01 0.00
H 1.11577 -6.89313 2.18357 -0.02 0.00 -0.02
C -1.49494 -3.90755 -1.53390 0.02 -0.04 0.07
C -0.77069 -1.25011 -1.23513 -0.11 0.10 0.00
C -5.31790 2.22261 -0.01085 0.02 -0.03 0.01
C -0.27638 -3.58474 -0.94845 -0.07 0.02 0.00
C 1.82069 -4.95590 2.74502 -0.19 0.02 0.10
N -0.60066 -4.06966 3.53121 0.28 -0.18 -0.12
H 0.36966 -2.32443 2.99425 0.03 0.05 0.01
C 3.62817 1.35321 -1.94156 0.03 -0.01 0.00
C 4.48807 -5.25025 -0.59973 0.03 0.00 -0.02
C 1.40616 4.02926 3.77277 0.01 -0.04 0.03
Pt -0.34082 1.56595 0.87324 0.23 -0.93 0.86
C -1.66101 -2.19581 2.36756 0.13 0.01 -0.06
O 1.83974 2.62088 1.87649 0.11 0.18 0.24
C -0.71278 4.23674 -1.34498 -0.09 -0.10 0.01
C -3.42989 4.22375 0.38671 0.02 -0.07 -0.08
C 1.59230 -0.19206 -3.02537 -0.06 0.05 0.00
O -2.50553 -0.20782 1.36162 -0.40 -0.08 -0.27
H 2.65171 -7.06359 0.24270 0.00 0.00 0.01
H -6.71909 3.59765 0.84738 0.00 0.00 0.00
C -0.60639 -2.61776 3.37604 0.06 0.11 0.00
C 1.16244 5.70123 -1.68055 0.01 0.08 -0.04
C -1.54476 -0.74391 1.89969 -0.42 -0.59 0.52
C -0.92432 6.13337 -2.80618 -0.02 0.00 0.01
H -1.51830 6.74340 -3.47380 -0.01 0.00 0.00
H -1.52476 -2.79703 1.46541 -0.06 -0.06 -0.06
H 1.30576 3.50927 4.72551 -0.01 -0.01 0.01
P -1.33765 2.71328 -0.61076 -0.31 0.69 -0.87
H 4.77308 0.76118 -3.65418 0.00 0.00 0.00
C 2.70349 -3.92187 2.47950 0.04 0.06 0.03
O 0.26852 -6.15652 4.47812 -0.02 -0.03 -0.06
H -2.67670 -2.38166 2.71673 -0.02 0.07 0.06
C -2.00155 -1.57458 -1.79234 -0.09 0.09 -0.01
H 2.43848 4.34303 3.64448 -0.01 0.00 0.00
H -2.38716 2.29711 -3.42002 -0.01 0.00 -0.01
P -0.24310 0.45530 -1.01738 0.21 0.04 -0.23
H 1.17686 3.97538 -0.38084 0.03 0.05 -0.03
C 0.60733 4.58311 -1.07847 0.07 -0.07 0.11
C -1.51800 1.65826 -3.26249 0.04 0.00 -0.12
```
Forces are in eV/Å.

Results
- Net charge: 0
- Gap between HOMO and LUMO: 8.2 eV
- HOMO energy: -0.2966 Ha
- ΔE to the lowest compared entry with this formula, charge and spin: 0.0 kcal/mol
- Total energy: -86913.7675 eV

Atom charges from the Löwdin analysis, given in e for atoms 1 to 8: number 1, H, carries 0.10; number 2, C, carries -0.08; number 3, H, carries 0.12; number 4, H, carries 0.10; number 5, C, carries -0.04; number 6, H, carries 0.11; number 7, C, carries -0.08; number 8, H, carries 0.12

(2)
Formula: C37H38N4O4
Source: the Open Molecules 2025 dataset
Level of theory: ωB97M-V with the def2-TZVPD basis set

Geometry as XYZ:
```
83
Properties=species:S:1:pos:R:3:forces:R:3
H 2.70102 0.07865 -2.19589 -0.11 0.36 0.13
C 0.79970 -2.37291 3.67635 -0.33 0.16 0.68
C -2.82112 -5.81253 -5.27949 0.14 0.25 0.22
C 2.68241 2.57695 0.12306 1.28 -1.03 0.46
C 4.44394 1.08887 -0.63156 -0.50 0.18 0.33
C 0.05019 -3.31609 4.40110 0.07 0.24 -0.52
C -3.11064 -4.99442 -4.17787 0.32 0.05 -0.16
C -2.82109 4.13265 -1.46498 -0.34 0.41 -0.46
C -4.53716 2.66182 -0.38676 0.21 -0.18 -0.14
H -1.92159 -0.51219 2.15835 0.04 0.25 -0.06
C 5.32164 1.64937 0.26803 -0.03 0.06 0.03
H -5.29552 3.27099 -0.89342 0.30 -0.33 0.12
C 0.01081 -2.79314 -4.06811 0.10 0.20 0.48
H 3.16852 5.22727 1.49226 -0.05 -0.23 0.18
N -0.89683 2.72294 0.19389 1.84 0.57 0.17
N 0.41997 -0.85830 -1.09946 -2.51 -2.96 -3.08
O 1.15851 -1.97494 1.36303 0.37 -0.23 0.47
H 0.28603 -4.58874 -6.00035 -0.25 -0.10 0.03
C 2.03508 -1.41892 0.49984 2.18 0.71 -2.51
H 0.30412 1.06362 -0.38100 -0.20 -1.14 0.29
H -1.58701 -3.62693 5.77451 0.19 0.10 -0.09
H 4.78314 0.26102 -1.25017 -0.32 0.09 0.09
O 1.97160 -1.68785 -2.72740 -1.20 -0.28 0.55
H 1.34662 -0.30442 3.54125 -0.48 -0.11 0.00
C 2.19766 0.72032 -1.46987 0.35 -2.84 1.37
H -0.63811 0.19187 1.18940 -0.37 -0.15 0.19
C -0.96735 -2.89387 5.26090 -0.01 0.39 0.20
C -6.39917 1.28799 0.54451 -0.31 0.00 -0.03
C -1.54092 0.43674 1.76321 0.12 -0.38 0.11
C 6.65689 1.01839 0.35879 0.89 -0.29 -0.01
C -3.19228 2.97735 -0.57964 0.37 -0.26 0.67
H 7.25860 1.46016 1.14662 0.17 0.04 0.07
H 1.40621 5.05174 0.46126 -0.21 -0.29 -0.03
C -2.18712 -4.03395 -3.73800 -0.12 -0.18 -0.34
C 0.25654 2.02809 0.04874 -0.46 2.35 -0.70
H -3.65444 4.32232 -2.14912 0.14 -0.03 0.05
H 2.73820 -2.39729 2.70591 -0.27 -0.09 -0.18
H -0.53576 0.47025 4.96296 0.02 -0.27 0.13
N 1.29819 2.89688 0.13401 -1.39 0.48 0.47
C -0.38533 -0.60100 4.82069 0.10 0.17 0.26
C 0.77692 4.17888 0.37078 0.25 -0.65 0.01
H -6.58343 0.21694 0.41947 -0.02 0.14 0.01
C -2.58747 1.14351 0.94689 -0.33 0.38 0.19
H 6.57071 -0.06062 0.55549 -0.08 0.32 0.02
C -0.55857 4.05637 0.45466 -0.36 -0.04 -0.35
H 1.04464 -3.17236 -4.11817 -0.44 0.24 -0.23
H -1.29059 4.83716 0.59942 0.08 -0.36 0.12
C -2.22897 2.22925 0.13328 -1.37 -0.03 0.11
C -1.59564 -5.66961 -5.94010 -0.03 0.16 0.17
C 0.64772 -1.01879 3.98935 -0.14 -0.18 -0.11
H -4.24768 0.04016 1.76477 0.09 0.14 -0.27
H 1.33994 1.21695 -1.95299 0.30 -0.41 0.59
H -1.23687 1.05662 2.62120 -0.10 -0.10 -0.21
H -0.12307 -1.93863 -4.76598 0.27 -0.42 0.27
N 1.47442 -0.45824 -0.40935 1.80 2.43 0.76
H 1.70147 -3.81619 2.38035 -0.05 0.34 -0.45
C -3.95482 0.84806 1.09110 0.30 0.27 -0.39
C -4.93602 1.59559 0.42394 0.50 0.12 0.14
H -2.40133 -3.39751 -2.87738 0.05 -0.20 -0.29
C 3.20307 4.23920 1.97740 0.15 0.74 0.77
H -6.83760 1.59273 1.50492 0.26 -0.07 -0.13
H -1.36024 -6.29579 -6.80243 -0.05 0.13 0.28
C 4.90498 2.70124 1.07781 -0.35 -0.24 -0.32
C -0.67749 -4.71298 -5.50325 -0.33 0.10 0.14
H 5.61025 3.14744 1.77957 -0.26 -0.08 -0.09
H 0.26175 -4.38227 4.25354 -0.30 0.41 -0.02
H -2.04327 -1.18423 6.08478 0.23 -0.16 -0.14
H -1.93609 3.95890 -2.08658 -0.06 -0.08 0.25
C 0.83947 -1.62386 -2.21291 -0.08 1.19 1.45
C 3.58351 3.16148 1.02761 0.10 -0.03 -0.22
O 3.22094 -1.69864 0.39670 -0.67 0.08 1.37
H 7.19939 1.10900 -0.59124 -0.05 0.06 0.19
H -6.93590 1.83133 -0.24010 -0.05 -0.21 0.15
C 1.70475 -2.73105 2.53775 0.21 0.61 -0.62
H -4.06714 -5.08182 -3.66289 0.23 -0.08 -0.11
C -0.97902 -3.87293 -4.42120 -0.07 -0.24 0.04
H 3.97505 4.30992 2.75369 -0.21 0.02 -0.15
C -1.22077 -1.52505 5.45607 0.45 -0.41 -0.50
C 3.11557 1.49295 -0.65014 0.19 0.63 -0.65
H 2.25006 4.06765 2.49460 0.16 0.02 -0.22
H -2.67462 5.07224 -0.91400 -0.01 -0.27 -0.12
O -0.21525 -2.30686 -2.72536 -0.13 -0.22 -1.00
H -3.53693 -6.56493 -5.61662 0.18 0.27 0.11
```
Forces are in eV/Å.

Results
- Net charge: 0
- Gap between HOMO and LUMO: 6.9 eV
- HOMO energy: -0.2494 Ha
- ΔE to the lowest compared entry with this formula, charge and spin: 21.3 kcal/mol
- Total energy: -53132.8397 eV

Atom charges from the Löwdin analysis, given in e for atoms 1 to 8: number 1, H, carries 0.10; number 2, C, carries -0.21; number 3, C, carries -0.11; number 4, C, carries -0.09; number 5, C, carries 0.02; number 6, C, carries -0.03; number 7, C, carries -0.09; number 8, C, carries -0.05